35
Properties=species:S:1:pos:R:3:forces:R:3:mulliken_charge:R:1 method="wB97M-V/def2-TZVPD" gap_ev=8.747 relative_energy_kj_mol=290.16 smiles="O=C(NCc1ccco1)c1ccc(Cn2cc([N+](=O)[O-])cn2)o1"
O -1.5391 -2.1778 0.2426 0.14 -0.19 0.09 -0.66
C -1.7315 -0.9814 0.2131 0.02 0.09 -0.09 0.36
N -2.8706 -0.4194 -0.2616 -0.08 0.24 -0.14 -0.10
H -3.0058 0.5763 -0.2081 0.12 -0.05 0.00 0.20
C -4.0118 -1.2270 -0.6532 -0.18 0.13 0.13 -0.93
C -5.1316 -1.0982 0.3259 0.27 -0.81 0.37 0.39
C -5.4341 -1.8016 1.4543 0.21 0.24 -0.61 -0.32
C -6.5888 -1.1922 2.0035 -0.23 0.47 -0.23 -0.43
C -6.8979 -0.1622 1.1719 -0.32 -0.33 0.77 -0.46
O -6.0214 -0.0926 0.1560 0.20 0.21 -0.46 -0.35
H -7.6858 0.5643 1.1899 -0.07 0.13 -0.09 0.46
H -7.1117 -1.4844 2.8906 -0.17 0.00 0.17 0.42
H -4.9021 -2.6473 1.8379 0.17 -0.20 0.03 0.50
H -3.6604 -2.2604 -0.6860 -0.13 0.15 -0.06 0.40
H -4.3506 -0.9132 -1.6450 0.04 -0.14 0.06 0.33
C -0.7223 0.0027 0.6733 -0.28 0.89 0.13 0.39
C -0.7763 1.3546 0.9155 -0.12 -0.80 -0.23 -0.15
C 0.5048 1.7242 1.3735 0.50 -0.52 0.12 -0.95
C 1.2489 0.5752 1.3840 0.04 0.90 0.28 0.53
O 0.5081 -0.4590 0.9618 0.12 -0.49 -0.05 -0.30
C 2.6813 0.3297 1.7263 -0.47 -0.11 0.25 -0.87
N 3.5046 0.2972 0.5371 0.09 0.34 -0.57 0.92
C 3.5128 1.1737 -0.4714 0.38 0.09 -0.62 -0.37
C 4.4646 0.7124 -1.3718 -0.50 -0.51 1.38 0.14
C 4.9734 -0.4689 -0.7901 -0.10 0.48 -0.36 -0.51
N 4.3770 -0.6930 0.3552 0.36 -0.81 0.42 -1.09
H 5.7271 -1.1248 -1.1739 0.15 -0.17 -0.05 0.51
N 4.8315 1.3085 -2.5964 0.02 0.26 -0.31 0.99
O 4.2551 2.3321 -2.9119 -0.12 0.25 -0.12 -0.60
O 5.6965 0.7648 -3.2513 0.19 -0.14 -0.13 -0.60
H 2.8817 2.0373 -0.5129 -0.16 0.14 0.00 0.54
H 3.0382 1.1144 2.4009 -0.08 -0.15 -0.06 0.30
H 2.7976 -0.6465 2.2033 0.05 0.18 -0.03 0.38
H 0.8266 2.7035 1.6639 0.14 0.19 0.09 0.52
H -1.6137 2.0117 0.7976 -0.23 0.07 -0.04 0.42